(1)
A molecular structure, C20H21BrCl3CoN6O2, computed with ωB97M-V/def2-TZVPD.

XYZ file:
```
54
Properties=species:S:1:pos:R:3:lowdin_charge:R:1
Br -3.442 5.272 -2.920 0.877
Co -0.262 0.201 1.053 0.734
Cl 1.849 2.831 4.344 0.719
Cl -0.317 1.458 5.681 0.723
Cl 1.880 -0.072 4.543 0.661
O 0.817 1.438 1.962 -0.090
O -0.942 0.642 2.923 0.037
N 1.644 0.189 -2.647 -0.072
N -1.842 0.214 -0.019 0.053
N 3.353 0.381 -1.004 -0.084
N 1.082 -0.073 -0.283 -0.100
N 2.404 -1.765 -1.449 -0.069
N -0.809 -1.598 1.410 0.028
C 1.422 -1.553 -0.439 -0.151
C -1.994 -4.014 1.994 0.027
C -0.779 -3.668 2.559 0.027
C -2.238 1.391 -0.730 -0.254
C -2.007 -1.914 0.881 -0.203
C -2.561 -0.837 0.080 0.033
C 0.646 0.437 -1.666 -0.138
C 0.854 1.400 4.397 -1.524
C -2.103 3.778 -0.939 -0.081
C -3.094 1.323 -1.823 -0.001
C -2.631 -3.110 1.142 0.055
C -3.454 2.487 -2.475 -0.079
C 0.169 1.183 3.056 -0.716
C -1.737 2.610 -0.294 -0.015
C -2.959 3.712 -2.033 -0.683
C 3.645 -1.042 -1.100 -0.114
C 2.892 0.890 -2.290 -0.109
C 1.919 -1.246 -2.737 -0.125
C 2.422 0.651 0.026 -0.129
C -0.212 -2.439 2.250 -0.048
H -3.551 -0.916 -0.356 0.162
H -0.276 -0.075 -1.941 0.127
H 0.724 -2.119 2.691 0.114
H -3.463 0.375 -2.194 0.125
H 2.222 1.717 0.100 0.136
H 4.384 -1.214 -1.877 0.142
H -1.740 4.734 -0.590 0.120
H 1.006 -1.773 -3.020 0.138
H 1.794 -1.909 0.524 0.127
H -3.597 -3.331 0.707 0.142
H 2.710 1.962 -2.220 0.142
H 0.453 1.506 -1.576 0.134
H 0.504 -2.086 -0.694 0.132
H 2.675 -1.422 -3.499 0.142
H -4.114 2.448 -3.330 0.121
H -2.453 -4.967 2.220 0.139
H 2.790 0.289 0.984 0.136
H -0.266 -4.330 3.242 0.136
H -1.086 2.663 0.573 0.112
H 3.641 0.693 -3.052 0.143
H 4.029 -1.404 -0.145 0.140
```

Its total charge is +2. For the relative energy (zero: lowest compared OMol25 entry of this formula, charge and spin), the calculation gives 25.8 kJ/mol. For the LUMO energy (alpha / beta), the calculation gives -8.6 / -8.5 eV. The spin multiplicity is 1. The frontier orbital gap (alpha / beta) is 5.87 / 5.89 eV.

=====

(2)
5 unconnected molecules or ions with the total composition C43H56NO3PS in a non-equilibrium geometry, computed with ωB97M-V/def2-TZVPD.

XYZ file:
```
105
Properties=species:S:1:pos:R:3:lowdin_charge:R:1
S 7.550 -0.804 0.810 0.136
P 5.895 -0.673 -0.225 0.397
O 4.038 -2.236 0.834 -0.141
O 4.980 -1.875 3.091 -0.004
O 5.338 -4.019 1.716 0.027
N -3.382 1.042 2.802 -0.154
C -6.572 -1.692 -2.451 -0.096
C -2.239 -0.021 4.893 -0.176
C 1.812 6.395 2.964 -0.097
C 2.272 5.086 3.106 -0.094
C -2.666 -2.390 3.693 -0.225
C -7.767 -0.371 -4.083 -0.100
C -2.507 -1.643 5.167 -0.205
C -3.590 0.677 4.255 -0.164
C 1.823 -0.146 3.195 -0.208
C -2.878 2.310 0.554 -0.089
C -3.636 0.121 1.617 -0.081
C 2.136 0.041 -2.849 -0.093
C 1.016 -3.723 1.325 -0.191
C -6.864 0.681 -2.105 -0.094
C -2.905 2.357 2.193 -0.068
C 2.631 -1.190 -2.420 -0.099
C -3.357 0.796 0.149 -0.072
C 1.725 -2.242 -4.396 -0.089
C 4.859 -2.790 1.924 -0.303
C 4.466 -0.597 2.507 -0.260
C 4.297 -0.759 0.884 -0.349
C 3.393 0.292 3.370 -0.123
C -7.275 -1.603 -3.652 -0.100
C 3.414 1.418 -6.830 -0.103
C 0.933 -2.120 1.677 -0.210
C -6.369 -0.550 -1.676 -0.104
C 2.428 -2.331 -3.195 -0.084
C 1.233 -1.010 -4.827 -0.092
C 1.441 0.132 -4.054 -0.102
C 1.550 -1.762 3.162 -0.184
C 2.359 3.258 -8.643 -0.098
C 0.629 6.648 2.270 -0.095
C 3.287 1.076 -8.176 -0.094
C -1.517 -4.311 2.255 -0.217
C 0.097 -4.589 2.418 -0.200
C -7.559 0.772 -3.311 -0.098
C 3.015 2.680 -6.391 -0.105
C 2.492 3.602 -7.297 -0.097
C 0.359 4.281 1.870 -0.098
C -2.246 -3.974 3.697 -0.204
C 1.547 4.029 2.557 -0.091
C 2.755 1.995 -9.081 -0.098
C -0.099 5.590 1.725 -0.095
H -7.439 -2.494 -4.254 0.099
H 5.928 0.526 -1.037 -0.017
H -1.575 -2.018 5.770 0.104
H 2.816 -3.290 -2.862 0.105
H 0.673 -1.984 3.940 0.107
H 0.466 -4.435 3.521 0.102
H 2.292 0.931 -2.243 0.098
H 3.196 4.890 3.644 0.100
H 2.376 7.219 3.394 0.101
H 3.463 -0.105 0.338 0.140
H -1.914 0.516 5.886 0.112
H -2.590 3.175 -0.181 0.075
H 2.459 -2.426 3.483 0.121
H -2.608 3.315 2.836 0.110
H -3.826 -2.325 3.429 0.109
H -0.186 -1.778 1.643 0.095
H -1.415 0.025 4.045 0.105
H -1.023 5.786 1.188 0.099
H 2.186 4.587 -6.955 0.099
H -5.824 -0.620 -0.738 0.078
H 3.113 2.946 -5.341 0.099
H 1.948 3.975 -9.349 0.100
H 3.176 -1.259 -1.482 0.052
H -7.939 1.732 -3.648 0.099
H 0.274 -5.723 2.150 0.108
H 0.577 -3.845 0.225 0.123
H -1.773 -3.506 1.411 0.114
H 1.061 1.093 -4.392 0.100
H -3.168 -4.699 3.822 0.111
H 2.120 -4.104 1.401 0.104
H -6.184 -2.651 -2.118 0.099
H 1.281 0.334 2.271 0.110
H 2.649 1.726 -10.129 0.100
H -3.993 -1.007 1.591 0.096
H -3.476 0.355 -0.929 0.081
H 1.561 -3.133 -4.997 0.103
H -4.468 -0.093 4.348 0.127
H 1.505 -1.462 0.864 0.099
H 3.601 0.094 -8.520 0.100
H 1.907 3.009 2.665 0.071
H -8.313 -0.301 -5.020 0.099
H 0.687 -0.941 -5.764 0.105
H 3.726 0.361 4.514 0.143
H 5.880 -1.858 -1.094 0.021
H -1.479 -4.213 4.573 0.109
H -3.488 -1.826 5.789 0.114
H -2.047 -1.814 2.861 0.082
H -2.018 -5.320 1.861 0.109
H 1.253 0.266 4.159 0.113
H -3.878 1.624 4.880 0.129
H -6.708 1.570 -1.500 0.102
H 5.446 0.079 2.584 0.128
H -0.209 3.456 1.447 0.077
H 0.274 7.668 2.154 0.100
H 3.824 0.701 -6.124 0.099
H 3.483 1.413 2.970 0.113
```

Its total charge is 0. The SMILES is O=C1O[C@H]([PH2]=S)[C@@H](CCCCCCCCCCCCn2cccc2)O1.c1ccccc1.c1ccccc1.c1ccccc1.c1ccccc1. For the LUMO energy, the calculation gives 0.2 eV. The spin multiplicity is 1. The frontier orbital gap is 8.08 eV.